Record 1
Density functional theory data (ωB97M-V/def2-TZVPD) for a cluster of 3 separate species, C6H7Cl6N in total at a distorted geometry.

ORCA input file:
```
! wB97M-V def2-TZVPD RIJCOSX def2/J DEFGRID3
* xyz 0 1
C 10.5650 -5.4981 17.0028
C 10.8278 -4.1099 16.7410
C 11.3040 -3.6336 17.8837
N 11.3307 -4.6060 18.9162
C 10.8912 -5.8095 18.3152
H 10.1479 -6.2265 16.3231
H 10.6268 -3.5681 15.8286
H 11.4867 -2.6162 18.1968
H 11.6318 -4.4826 19.8723
H 10.7275 -6.6820 18.9304
Cl 11.2029 0.5706 13.6407
C 11.1126 -0.9495 12.6455
Cl 9.4013 -1.3017 12.3124
Cl 11.8269 -2.2924 13.4898
H 11.6133 -0.8227 11.6857
Cl 8.5182 -0.8628 7.0201
C 8.9748 0.1149 8.3609
Cl 8.9975 1.8154 7.8478
Cl 10.5293 -0.3746 9.2402
H 8.1858 -0.0827 9.0865
*
```

Properties
Energy relative to the best compared isomer or geometry (same formula, charge and spin)   46.4 kJ/mol
Frontier orbital gap   8.6 eV


Record 2
Density functional theory data (ωB97M-V/def2-TZVPD) for the molecule C6H7ClS at a distorted geometry.

ORCA input file:
```
! wB97M-V def2-TZVPD RIJCOSX def2/J DEFGRID3
* xyz 0 1
C -1.1007 -1.6919 -1.1513
C -0.5593 -0.9967 -0.1010
C 0.8244 -0.6074 -0.0806
C 1.8911 -1.5139 -0.3299
S 1.2658 0.7602 1.0056
C 0.1280 1.8661 0.3736
C -0.7754 2.4164 1.2311
Cl -1.8694 3.6909 0.7198
H -0.5202 -2.2614 -2.0289
H -2.1322 -1.9168 -1.1970
H -1.2367 -0.3143 0.6969
H 3.1458 -1.4808 0.0923
H 1.7183 -2.4865 -0.7066
H 0.0723 2.1306 -0.7849
H -0.8519 2.4055 2.2609
*
```

Properties
Energy relative to the best compared isomer or geometry (same formula, charge and spin)   351.0 kJ/mol
Frontier orbital gap   8.5 eV


Record 3
Density functional theory data (ωB97M-V/def2-TZVPD) for a structure of composition C6H7CsNaO6 at a distorted geometry.

ORCA input file:
```
! wB97M-V def2-TZVPD RIJCOSX def2/J DEFGRID3
* xyz 1 1
Na -3.4019 1.5271 -1.7065
O -1.8954 1.5968 0.0131
O -1.5804 -0.5919 0.9441
C -2.3656 -1.6989 0.4925
C -2.1086 -1.6970 -1.0063
O -1.9464 -0.3027 -1.2799
C -1.4839 0.3172 -0.0931
H -2.0157 -2.6050 0.9962
H -3.4267 -1.5226 0.7240
H -2.9600 -2.0475 -1.5982
H -1.1759 -2.2206 -1.2646
Cs 9.1269 0.5740 1.5607
O 4.2330 1.8318 -0.0040
O 2.1002 1.2167 -0.2319
C 1.0191 0.6269 0.3209
C -0.2272 1.1372 -0.2529
O 3.4153 0.3103 1.3962
C 3.3408 1.0889 0.4327
H 1.1723 -0.4189 0.6109
H -0.0562 1.5810 -1.2405
H 0.2362 1.2970 1.1867
*
```

Properties
Energy relative to the best compared isomer or geometry (same formula, charge and spin)   183.3 kJ/mol
Frontier orbital gap   6.2 eV